{
  "formula": "C29H25LiN5S2",
  "method": "the ωB97M-V functional and the def2-TZVPD basis",
  "elements": ["Li", "C", "C", "C", "C", "C", "C", "N", "C", "C", "C", "C", "C", "N", "C", "C", "C", "C", "C", "C", "N", "H", "H", "H", "H", "H", "H", "H", "H", "H", "H", "H", "H", "H", "H", "H", "S", "C", "N", "C", "C", "C", "C", "C", "C", "H", "H", "H", "H", "H", "S", "C", "N", "C", "C", "C", "C", "H", "H", "H", "H", "H"],
  "positions_angstrom": [[-0.46770, 0.19263, -0.08197], [-2.64349, 0.79888, 2.59096], [-1.25324, 0.45031, 3.04269], [-0.90119, 0.58866, 4.38347], [0.37579, 0.25356, 4.78208], [1.26906, -0.22486, 3.83744], [0.85525, -0.33379, 2.52006], [-0.38164, 0.01058, 2.12904], [1.76585, -0.84686, 1.45511], [3.01783, -1.38742, 1.73456], [3.79901, -1.82835, 0.68166], [3.32452, -1.72045, -0.61391], [2.05845, -1.18029, -0.81570], [1.31167, -0.76527, 0.20624], [1.45409, -1.03029, -2.17335], [2.14746, -1.40478, -3.31619], [1.54270, -1.24264, -4.54967], [0.26409, -0.72438, -4.60222], [-0.37796, -0.37788, -3.41628], [-1.77661, 0.16771, -3.45476], [0.21599, -0.51908, -2.22412], [-3.34047, 0.75872, 3.42654], [-2.97282, 0.11225, 1.81484], [-2.66872, 1.81130, 2.18019], [-1.62783, 0.95432, 5.09646], [0.67618, 0.35146, 5.81714], [2.26948, -0.49638, 4.13960], [3.37825, -1.48444, 2.74781], [4.77206, -2.26499, 0.87044], [3.93347, -2.06669, -1.43541], [3.14371, -1.81726, -3.25876], [2.06167, -1.52926, -5.45557], [-0.24569, -0.59750, -5.54784], [-2.23339, -0.00841, -4.42708], [-1.76964, 1.24476, -3.27204], [-2.38777, -0.29614, -2.68424], [-3.08512, 3.66953, -0.99620], [-1.84894, 2.51393, -0.67471], [-2.23185, 1.28333, -0.52684], [-3.60995, 1.18256, -0.66880], [-4.35790, 0.00704, -0.57604], [-5.72371, 0.07582, -0.74403], [-6.36182, 1.29570, -1.00431], [-5.63906, 2.46729, -1.10170], [-4.25821, 2.39499, -0.93134], [-0.81104, 2.82756, -0.60726], [-3.86039, -0.93411, -0.37386], [-6.32008, -0.82470, -0.67482], [-7.43582, 1.32024, -1.13083], [-6.12474, 3.41304, -1.30235], [1.57582, 2.54619, 0.44130], [2.91058, 2.21240, -0.51394], [4.12264, 2.00340, 0.08311], [5.27112, 1.70573, -0.57411], [5.27819, 1.59966, -1.92545], [4.06073, 1.80837, -2.61274], [2.91533, 2.10001, -1.93107], [4.13023, 2.08983, 1.08971], [6.15522, 1.57262, 0.03275], [6.19116, 1.37168, -2.45461], [4.04264, 1.74127, -3.69341], [1.97741, 2.26054, -2.44274]],
  "lowdin_charge": [0.56, -0.02, -0.30, -0.01, -0.03, -0.01, -0.23, 0.11, -0.22, 0.00, -0.03, 0.00, -0.21, 0.08, -0.22, -0.02, -0.04, -0.01, -0.30, -0.02, 0.13, 0.09, 0.06, 0.09, 0.12, 0.12, 0.11, 0.11, 0.12, 0.11, 0.10, 0.12, 0.12, 0.09, 0.08, 0.07, 1.09, -0.48, -0.03, -0.36, -0.03, -0.07, -0.07, -0.07, -0.46, 0.00, 0.12, 0.11, 0.11, 0.11, 0.67, -0.77, 0.06, -0.07, -0.06, -0.04, -0.09, 0.14, 0.13, 0.11, 0.12, 0.11],
  "total_energy_ha": -2197.76084,
  "spin_multiplicity": 1,
  "total_charge": 1,
  "e_lumo_ha": -0.0978
}